25
Properties=species:S:1:pos:R:3:forces:R:3 method="wB97M-V/def2-TZVPD" total_energy_ev=-65456.510 e_above_lowest_kcal_mol=16.2 homo_lumo_gap_ha=0.2540 charge=-1
C 0.061443 -1.336624 -1.735893 -0.511 -0.687 0.390
C -1.266040 -1.418925 -1.206844 0.781 -0.905 -0.026
C -1.191040 -1.990381 0.105018 0.511 -0.016 -0.746
C 0.198374 -2.254461 0.387960 -0.145 -0.023 -1.025
C 0.967482 -1.853744 -0.760397 -1.023 -0.328 0.059
Ga -0.028960 0.268288 0.566488 0.023 -0.126 -1.456
C -0.944064 1.685476 -0.622804 -0.117 -0.811 0.873
C 0.420655 1.932724 -1.167031 1.827 0.909 -1.546
C 0.764884 2.550430 -2.358500 -1.220 -0.778 1.566
N 1.340630 1.341454 -0.320566 -0.449 -0.068 0.945
H -2.037809 -2.347720 0.702126 0.418 0.477 -0.125
H -2.190259 -1.176167 -1.743017 0.468 0.109 0.329
H 0.568384 -2.872626 1.214057 -0.128 0.660 -0.192
H 2.033711 -2.048460 -0.907629 -0.391 0.347 0.163
H 0.328688 -1.008570 -2.742038 -0.080 0.142 0.468
H -1.704146 1.440232 -1.367481 0.079 0.144 0.331
H 2.333423 1.342260 -0.522884 -0.327 0.149 -0.259
H -1.283074 2.361546 0.173193 0.042 0.462 -0.616
H -0.035682 2.896619 -2.990007 0.033 0.271 -0.201
H 1.786163 2.593712 -2.686968 0.257 -0.016 -0.164
C -0.012434 0.005647 3.659492 -0.152 -0.272 -1.206
O -0.111032 -0.149289 2.271851 0.034 0.122 1.633
H -0.909009 0.523980 4.030022 0.244 0.010 0.282
H 0.902873 0.535509 3.970735 -0.218 -0.019 0.030
H 0.006839 -1.020910 4.051118 0.042 0.247 0.493